(1)
Molecular formula: C34H102O17S17
Method: DFT, wB97M-V/def2-TZVPD

```
! wB97M-V def2-TZVPD RIJCOSX def2/J DEFGRID3
* xyz 0 1
C 6.6994 -3.0932 -3.1039
S 5.2427 -2.7752 -4.1237
O 4.1486 -2.5700 -3.1536
C 5.8131 -1.1589 -4.8391
H 7.5282 -3.3194 -3.7906
H 6.3648 -4.0289 -2.6094
H 6.8977 -2.2861 -2.3809
H 4.9909 -0.7885 -5.4455
H 6.7146 -1.3094 -5.4453
H 5.9433 -0.5741 -3.9306
C 4.3130 -0.1231 -0.8732
S 5.2161 -1.2630 0.2644
O 6.2704 -0.5317 0.9322
C 4.0273 -1.3560 1.5908
H 4.7833 -0.0973 -1.8680
H 4.2410 0.8459 -0.3841
H 3.2979 -0.5888 -0.9878
H 3.1591 -1.9750 1.3783
H 3.7670 -0.3374 1.8742
H 4.6308 -1.7620 2.3980
C 5.5621 0.4258 4.6279
S 6.5306 -1.0927 4.8344
O 7.6484 -0.7782 5.7277
C 5.2973 -2.0704 5.7411
H 5.3909 0.8511 5.6489
H 4.6496 0.2559 4.0364
H 6.2015 1.1068 4.0473
H 4.2781 -1.8457 5.3674
H 5.2739 -1.6607 6.7684
H 5.6319 -3.0971 5.7405
C -6.4296 -0.7750 -5.0765
S -5.1038 -0.9692 -6.3000
O -5.5416 -0.3378 -7.5474
C -3.9321 0.2286 -5.5884
H -6.1243 -1.1200 -4.0805
H -7.2110 -1.3663 -5.5742
H -6.7678 0.2677 -5.0448
H -4.4471 1.1679 -5.7802
H -2.9801 0.1605 -6.1662
H -3.7639 0.0330 -4.5358
C 2.2048 3.7870 4.9455
S 3.4261 3.2719 6.1813
O 3.4780 4.3582 7.2012
C 2.5180 1.9028 6.9676
H 1.8687 2.9659 4.3125
H 2.7102 4.6361 4.4563
H 1.4196 4.1980 5.5860
H 1.6517 2.3360 7.4750
H 3.2560 1.5147 7.6449
H 2.2243 1.1785 6.1938
C 1.5296 -2.7633 6.2391
S 1.1241 -1.7875 4.7913
O 2.1890 -0.7787 4.6050
C 1.4839 -3.0947 3.6505
H 2.5015 -3.2532 6.0612
H 0.7822 -3.5453 6.3730
H 1.4880 -2.1110 7.0994
H 0.7278 -3.8523 3.8426
H 2.4754 -3.5374 3.7088
H 1.2791 -2.6565 2.6660
C -2.1228 0.4945 4.7429
S -3.3747 -0.3128 3.7278
O -2.7830 -0.6855 2.4421
C -3.3678 -1.9105 4.6976
H -2.5818 0.6874 5.7298
H -2.0037 1.4474 4.2281
H -1.1684 -0.0463 4.7159
H -2.3183 -2.2206 4.6694
H -4.0796 -2.6733 4.3521
H -3.5836 -1.6166 5.7450
C -4.9781 0.6994 -0.0072
S -4.7194 2.3509 -0.8498
O -4.4269 1.9921 -2.2205
C -6.4346 2.9991 -0.8616
H -5.6671 0.0818 -0.5831
H -5.2779 0.9770 1.0038
H -3.9596 0.3084 -0.0169
H -6.3964 3.9162 -1.4424
H -6.7190 3.0795 0.2050
H -7.0287 2.2141 -1.3632
C 3.6394 5.8452 -0.2170
S 4.0393 5.2480 1.4359
O 3.0550 5.9169 2.3093
C 3.5026 3.5259 1.1318
H 2.5628 6.0053 -0.2144
H 4.0352 5.1702 -0.9832
H 4.1466 6.8118 -0.3176
H 2.6178 3.5195 0.4901
H 3.3927 3.0181 2.0864
H 4.3624 3.0862 0.6067
C -4.8810 -4.0213 -2.0955
S -6.4404 -4.2219 -1.1397
O -6.7567 -2.9682 -0.4989
C -7.5809 -4.2923 -2.5538
H -4.7261 -4.9388 -2.6736
H -4.0819 -3.8850 -1.3316
H -4.9623 -3.1349 -2.7626
H -7.6159 -3.2682 -2.9742
H -8.5641 -4.5796 -2.1887
H -7.1878 -5.0185 -3.2766
C -3.4061 5.1351 -4.5170
S -2.4941 6.6161 -3.8428
O -3.2439 7.8153 -4.1581
C -2.8005 6.0960 -2.1110
H -2.7246 4.3534 -4.8420
H -3.9916 5.5271 -5.3363
H -4.0770 4.8303 -3.7144
H -2.7202 7.0356 -1.5868
H -2.0497 5.3874 -1.7473
H -3.8003 5.6869 -2.0220
C 0.4349 0.1135 1.6816
S 0.5167 -0.6380 0.0263
O 0.5253 -2.1144 0.2596
C -1.1810 -0.3581 -0.5266
H -0.4869 -0.1452 2.1838
H 0.4716 1.1959 1.5144
H 1.3768 -0.1881 2.1703
H -1.3198 0.7265 -0.6284
H -1.8033 -0.8105 0.2226
H -1.2865 -0.8470 -1.5091
C 2.0681 -0.5112 -4.5608
S 0.2755 -0.5254 -4.7294
O -0.0507 0.1770 -5.9451
C -0.1334 -2.2204 -5.2715
H 2.2519 0.5242 -4.2856
H 2.4455 -0.5704 -5.5861
H 2.5579 -1.2205 -3.8623
H 0.0542 -2.9551 -4.5017
H 0.4891 -2.5267 -6.1101
H -1.1836 -2.1134 -5.5430
C 1.2707 4.4451 -3.3961
S 1.1518 2.6637 -2.9910
O 1.3248 2.5059 -1.5175
C -0.6387 2.5674 -3.3096
H 1.0556 4.9817 -2.4651
H 0.6661 4.7286 -4.2573
H 2.3350 4.5803 -3.6624
H -1.1167 1.6597 -2.9074
H -0.6322 2.5384 -4.4149
H -1.1121 3.4738 -2.9319
C -0.0644 5.2592 2.0839
S -0.6086 3.6020 2.5827
O -1.1008 3.6392 3.9726
C -2.1237 3.5647 1.5500
H -0.1326 5.3347 0.9859
H 0.9695 5.3849 2.3996
H -0.7603 5.8890 2.6567
H -2.6260 2.6238 1.7474
H -1.7213 3.5010 0.5191
H -2.7545 4.4281 1.5913
C 0.0225 -5.8484 1.7200
S -1.4948 -5.2065 0.9257
O -2.5446 -6.1865 1.1576
C -1.9581 -3.8891 2.0912
H 0.8008 -5.0689 1.7005
H 0.3492 -6.6747 1.0959
H -0.2168 -6.1914 2.7510
H -2.0035 -4.2809 3.1175
H -2.8855 -3.3839 1.8345
H -1.0623 -3.2485 1.9853
C -0.8386 -5.8295 -2.7348
S 0.7794 -6.1573 -1.8197
O 1.5940 -7.1023 -2.5741
C 1.5324 -4.5027 -2.0066
H -1.3335 -6.8064 -2.8143
H -0.5555 -5.4593 -3.7300
H -1.4233 -5.0939 -2.2023
H 0.8537 -3.8618 -1.4702
H 1.6799 -4.1436 -3.0283
H 2.4932 -4.5731 -1.4526
*
```

Results
- LUMO (eV) = -0.119
- total energy (eV) = -255903.9801
- Kohn-Sham gap (hartree) = 0.305
- ΔE to the lowest compared entry with this formula, charge and spin (kcal/mol) = 27.6
- HOMO (Eh) = -0.30979
- strongest force on any atom (eV/A) = 3.31

***

(2)
Molecular formula: C11H10O
Method: DFT, wB97M-V/def2-TZVPD

```
! wB97M-V def2-TZVPD RIJCOSX def2/J DEFGRID3
* xyz 0 1
C -0.7000 -2.6697 -1.8095
C -0.2331 -1.6260 -0.8701
C 0.8832 -1.9057 -0.0317
C 1.3573 -0.9845 0.8368
C 0.8522 0.3476 0.8816
C 1.3642 1.3186 1.7698
C 0.7157 2.5322 1.8616
C -0.3544 2.8950 0.9799
C -0.7966 1.9473 0.0696
C -0.3054 0.6194 0.0678
C -0.7587 -0.3736 -0.8459
H -1.7749 -2.8409 -1.6326
H -0.1268 -3.6123 -1.6684
H -0.5888 -2.4587 -2.8797
H 1.2861 -2.9053 -0.0802
H 2.2517 -1.2312 1.3903
H 2.2933 1.1217 2.3417
H 1.0093 3.2813 2.5810
H -0.8066 3.9361 0.9731
H -1.4828 2.1543 -0.7837
H -2.3691 0.5703 -1.3879
O -1.7157 -0.1159 -1.7638
*
```

Results
- LUMO (eV) = 0.626
- SMILES string = Cc1ccc2ccccc2c1O
- total energy (eV) = -13616.5791
- Kohn-Sham gap (hartree) = 0.313
- ΔE to the lowest compared entry with this formula, charge and spin (kcal/mol) = 0.0
- HOMO (Eh) = -0.29032
- strongest force on any atom (eV/A) = 3.10